(1)
# C33H30GeIrN3O2Se

C33H30GeIrN3O2Se as an isolated structure (ωB97M-V/def2-TZVPD, the OMol25 dataset).

Structure (XYZ):
```
71
Properties=species:S:1:pos:R:3:lowdin_charge:R:1
Ir -0.4350 2.9921 -0.6569 1.069
O -4.3101 -2.6437 0.7339 -0.057
C -4.8050 -1.7493 -0.2356 -0.224
C -3.9048 -0.5548 -0.3665 -0.182
C -4.3371 0.5691 -1.0989 -0.028
C -3.4812 1.6253 -1.2743 -0.118
N -2.2382 1.6378 -0.7851 -0.015
C -1.8005 0.5596 -0.0670 -0.333
C -2.6180 -0.5349 0.1533 0.022
C 0.2517 1.2559 1.3781 -0.338
C 0.3627 0.7161 2.6467 0.028
C 1.1839 1.3327 3.5942 -0.179
C 1.4450 0.7241 4.9415 -0.215
O 2.7370 0.1220 5.0090 -0.065
C 1.8571 2.5148 3.2126 -0.012
C 1.6583 3.0303 1.9612 -0.115
N 0.8944 2.4181 1.0447 -0.026
H -4.9831 -3.3063 0.9081 0.086
H -5.8183 -1.4034 0.0262 0.126
H -4.8782 -2.2591 -1.2162 0.128
H -5.3291 0.5951 -1.5273 0.107
H -3.7736 2.5002 -1.8417 0.115
H -2.2440 -1.3865 0.6971 0.114
H -0.1814 -0.1858 2.8952 0.120
H 0.6802 -0.0301 5.1817 0.118
H 1.4482 1.4913 5.7245 0.124
H 2.8549 -0.4104 4.2142 0.078
H 2.5116 3.0068 3.9187 0.112
H 2.1212 3.9565 1.6434 0.116
C -0.3767 0.6176 0.2214 -0.304
Ge 0.7430 -0.7342 -0.7048 1.055
C 0.2855 -0.8398 -2.6217 -0.243
C 1.2440 -0.5883 -3.5990 -0.105
C 0.9365 -0.6809 -4.9409 -0.095
C -0.3463 -1.0306 -5.3391 -0.100
C -1.3221 -1.2432 -4.3781 -0.093
C -1.0117 -1.1419 -3.0365 -0.114
C 0.3251 -2.4735 0.1780 -0.246
C 0.6283 -2.6693 1.5253 -0.129
C 0.1284 -3.7522 2.2211 -0.094
C -0.6759 -4.6818 1.5790 -0.100
C -0.9574 -4.5200 0.2307 -0.097
C -0.4687 -3.4265 -0.4555 -0.115
C 2.5822 -0.0993 -0.3922 -0.260
C 3.4741 -0.7498 0.4520 -0.114
C 4.6832 -0.1718 0.7930 -0.103
C 5.0287 1.0655 0.2767 -0.099
C 4.1541 1.7218 -0.5789 -0.085
C 2.9406 1.1460 -0.8982 -0.130
H 2.2474 -0.3244 -3.2930 0.090
H 1.6994 -0.4984 -5.6852 0.097
H -0.5829 -1.1326 -6.3887 0.094
H -2.3293 -1.5026 -4.6777 0.098
H -1.7834 -1.2961 -2.2958 0.087
H 1.2560 -1.9497 2.0353 0.078
H 0.3525 -3.8670 3.2733 0.098
H -1.0768 -5.5264 2.1207 0.094
H -1.5733 -5.2447 -0.2847 0.098
H -0.7070 -3.2987 -1.5025 0.086
H 3.2181 -1.7245 0.8424 0.084
H 5.3585 -0.6863 1.4654 0.096
H 5.9721 1.5209 0.5450 0.095
H 4.4134 2.6905 -0.9860 0.104
H 2.2399 1.6774 -1.5330 0.080
Se -3.3101 3.4022 2.9202 0.402
C -2.2281 3.8603 1.6492 -1.067
N -1.5060 4.2058 0.7940 -0.122
C 0.2749 4.1665 -2.3582 -0.368
H 0.9818 4.9277 -2.0168 -0.070
H -0.5579 4.6874 -2.8380 -0.069
H 0.7772 3.5813 -3.1331 -0.068
```

Output
energy above the lowest of the compared OMol25 structures with the same formula, charge and spin = 0.0 kcal per mole
Kohn-Sham gap (alpha / beta) = 5.234 / 5.222 eV
electronic energy = -6172.83256 hartree
<S²> = 0.7719
net charge = -1
HOMO energy (alpha / beta) = -2.990 / -2.979 eV
2S+1 = 2
F_max = 2.80 eV Å⁻¹



(2)
# C72H170B6F24N9O4

A 15-piece molecular cluster, C72H170B6F24N9O4 overall (ωB97M-V/def2-TZVPD, the OMol25 dataset).

Structure (XYZ):
```
285
Properties=species:S:1:pos:R:3:lowdin_charge:R:1
C 3.6127 -0.0797 10.4932 -0.082
C 3.7656 0.2975 8.9888 -0.217
C 5.2257 0.4909 8.5906 -0.118
N 5.3965 1.3019 7.3263 -0.297
C 6.8131 1.2130 6.9433 0.031
C 4.5175 0.8916 6.2159 -0.089
C 4.5126 2.1276 5.3047 -0.118
C 4.9018 3.3812 6.1639 -0.087
C 5.0241 2.7453 7.5723 -0.078
H 4.2072 -0.9733 10.6430 0.070
H 2.5812 -0.0944 10.9247 0.091
H 4.0537 0.7092 11.1374 0.079
H 3.1907 1.2208 8.7682 0.111
H 3.3486 -0.4996 8.3562 0.115
H 5.7906 -0.4068 8.4324 0.126
H 5.8033 1.0193 9.3764 0.147
H 6.9535 1.6416 5.9724 0.107
H 7.0394 0.1573 6.8832 0.118
H 7.4023 1.7134 7.6520 0.100
H 5.0021 0.0673 5.6705 0.128
H 3.5815 0.6572 6.6820 0.108
H 5.2840 1.8756 4.4944 0.128
H 3.5748 2.3272 4.9087 0.067
H 5.7848 3.9617 5.8751 0.118
H 3.9601 3.9359 6.1871 0.107
H 5.7343 3.0701 8.2847 0.119
H 4.0222 2.8020 8.0502 0.129
C -0.0024 -2.2345 -4.0830 -0.093
C -0.5410 -3.1554 -5.1228 -0.237
C -1.3974 -2.4405 -6.1780 -0.092
N -1.5103 -3.2402 -7.4761 -0.266
C -0.3555 -2.9818 -8.3093 0.001
C -2.8344 -2.8208 -8.1058 -0.076
C -3.5437 -4.0960 -8.4654 -0.159
C -2.5240 -5.1980 -8.4567 -0.144
C -1.6376 -4.7389 -7.2210 -0.075
H 0.5034 -2.8325 -3.3354 0.055
H -0.8570 -1.7180 -3.6653 0.052
H 0.7675 -1.4036 -4.2988 0.124
H -1.1407 -3.9543 -4.7356 0.093
H 0.3089 -3.7108 -5.5628 0.118
H -0.9161 -1.5017 -6.5198 0.148
H -2.4200 -2.3198 -5.7624 0.106
H -0.3548 -3.5833 -9.1927 0.108
H 0.5308 -3.1369 -7.6816 0.115
H -0.3146 -1.9181 -8.5161 0.114
H -2.6205 -2.2358 -8.9707 0.129
H -3.3502 -2.2261 -7.3718 0.103
H -4.2008 -4.1072 -9.4125 0.157
H -4.2618 -4.3435 -7.6416 0.132
H -1.9072 -5.2132 -9.3436 0.102
H -2.8158 -6.2436 -8.3281 0.126
H -0.6382 -5.2515 -7.2673 0.149
H -2.1671 -4.9909 -6.2773 0.137
C 11.8645 -1.2253 -0.8829 -0.098
C 10.3809 -1.6005 -0.6383 -0.214
C 9.4087 -0.8585 -1.5953 -0.115
N 7.9424 -1.0185 -1.3516 -0.296
C 7.6395 -2.4867 -1.3256 0.019
C 7.2098 -0.4872 -2.4934 -0.126
C 5.7890 -0.0541 -2.0145 -0.119
C 5.8140 -0.2110 -0.4960 -0.117
C 7.3777 -0.2590 -0.1622 -0.037
H 11.9822 -0.1450 -0.9572 0.072
H 12.3875 -1.5931 -1.7457 0.064
H 12.4709 -1.6257 -0.0109 0.102
H 10.2818 -1.4097 0.4424 0.119
H 10.3151 -2.6787 -0.7302 0.098
H 9.5471 -1.2661 -2.5910 0.138
H 9.5784 0.2109 -1.4913 0.135
H 8.0308 -3.0001 -0.4291 0.107
H 8.0621 -2.8762 -2.2399 0.114
H 6.5274 -2.5687 -1.2966 0.101
H 7.2384 -1.1685 -3.3223 0.133
H 7.6273 0.4480 -2.8415 0.133
H 4.9939 -0.7007 -2.2952 0.084
H 5.6537 0.9499 -2.4317 0.119
H 5.3102 -1.1366 -0.1744 0.100
H 5.2927 0.6101 0.0737 0.134
H 7.6138 -0.8057 0.7689 0.118
H 7.9933 0.6585 -0.0008 0.149
C -2.7437 4.3666 9.0633 -0.053
C -3.2872 3.6408 7.8405 -0.249
C -2.7731 4.2600 6.6196 -0.143
N -3.1615 3.6488 5.2311 -0.250
C -4.5779 3.8508 5.0199 -0.009
C -2.2444 4.1452 4.1637 -0.098
C -1.5679 2.9261 3.6036 -0.135
C -2.5129 1.7014 3.8699 -0.095
C -2.8133 2.1491 5.2865 -0.094
H -1.7287 4.0574 9.2704 0.085
H -3.4225 4.2638 9.8904 0.079
H -2.7189 5.3915 8.7924 0.066
H -4.3969 3.5675 7.8772 0.120
H -2.9805 2.5671 7.7625 0.119
H -1.6957 4.2121 6.5681 0.097
H -3.0825 5.3121 6.5237 0.149
H -4.7034 4.9424 4.7887 0.127
H -5.2265 3.6603 5.8647 0.098
H -4.9252 3.2879 4.1285 0.122
H -2.8747 4.6144 3.4617 0.113
H -1.5842 4.9562 4.5684 0.150
H -1.3113 3.0854 2.5447 0.096
H -0.6305 2.8208 4.1785 0.116
H -3.3469 1.5796 3.1907 0.089
H -1.9524 0.7740 3.9380 0.121
H -3.6841 1.6745 5.7140 0.133
H -1.9819 2.1343 6.0197 0.125
C 1.8736 -0.5141 3.0750 -0.086
C 1.6127 -0.1606 1.6373 -0.187
C 0.4512 0.8815 1.4621 -0.106
N -0.0591 1.0853 0.1005 -0.236
C 0.9897 1.6985 -0.7987 0.056
C -1.2772 2.0127 0.0355 -0.068
C -2.2716 1.3889 -0.9331 -0.122
C -1.5571 0.1957 -1.5668 -0.114
C -0.5088 -0.1542 -0.5118 -0.119
H 2.9223 -0.8587 3.3194 0.073
H 1.2553 -1.3302 3.3921 0.065
H 1.6987 0.2192 3.8580 0.070
H 1.2608 -1.1075 1.2101 0.100
H 2.5283 0.1631 1.1948 0.087
H 0.6905 1.8767 1.8921 0.150
H -0.3255 0.4775 2.0576 0.105
H 0.6568 1.9597 -1.7572 0.087
H 1.8168 1.0167 -0.7766 0.089
H 1.2640 2.7066 -0.3927 0.134
H -1.0358 3.0599 -0.2632 0.123
H -1.6881 2.0166 1.0410 0.096
H -2.6114 2.1214 -1.6603 0.099
H -3.1815 1.0294 -0.4094 0.103
H -1.0612 0.4065 -2.5057 0.107
H -2.2945 -0.5791 -1.7403 0.091
H 0.3147 -0.7680 -0.7303 0.109
H -1.1348 -0.6107 0.2037 0.111
C -2.4533 -3.4538 -1.0063 -0.033
C -3.2372 -4.6407 -1.5316 -0.167
N -4.5890 -4.6455 -0.9445 -0.256
C -5.2452 -3.3538 -1.1630 -0.017
C -5.4044 -5.7348 -1.6573 -0.136
C -5.5525 -5.5180 -3.1620 -0.037
C -4.4760 -5.0879 0.5893 -0.011
C -5.8047 -5.0500 1.3275 -0.251
O -6.6940 -6.0369 0.9579 -0.206
C -7.9531 -5.8011 1.5857 -0.057
H -2.0598 -3.7907 -0.0433 0.092
H -3.0390 -2.6269 -0.7227 0.044
H -1.7305 -3.1173 -1.7337 0.079
H -2.8039 -5.5948 -1.3099 0.130
H -3.3729 -4.4515 -2.6373 0.124
H -6.3274 -3.4113 -1.0819 0.107
H -5.0310 -2.9739 -2.2031 0.108
H -4.8856 -2.7126 -0.3227 0.093
H -6.3637 -5.7650 -1.1195 0.122
H -4.9869 -6.6830 -1.4321 0.121
H -6.2040 -6.2572 -3.5189 0.073
H -4.5540 -5.6968 -3.6284 0.089
H -5.9183 -4.5789 -3.4864 0.053
H -3.7977 -4.3145 1.0157 0.126
H -3.8945 -6.0165 0.5916 0.143
H -6.3080 -4.0262 1.3618 0.141
H -5.5371 -5.1615 2.4006 0.144
H -8.6750 -6.4948 1.1598 0.100
H -8.3083 -4.8006 1.3286 0.090
H -7.7423 -5.9489 2.6471 0.102
C 1.3703 11.3824 -2.9557 -0.066
C 0.3993 10.7724 -3.9841 -0.174
N 0.3210 9.2574 -3.9504 -0.300
C 1.6198 8.6273 -4.3431 0.015
C -0.0321 8.8718 -2.5326 -0.145
C -1.4065 9.3663 -2.1348 -0.048
C -0.7118 8.8700 -5.0200 -0.071
C -1.0746 7.3998 -5.0269 -0.253
O -0.1558 6.6375 -5.6781 -0.163
C -0.7793 5.4559 -6.1398 -0.072
H 1.0102 11.3327 -1.8639 0.108
H 1.5918 12.4516 -3.2742 0.114
H 2.3409 10.8963 -2.9844 0.059
H 0.8620 10.9917 -4.9434 0.125
H -0.6617 11.1197 -3.9743 0.137
H 2.4859 9.0459 -3.6881 0.130
H 1.8110 8.8320 -5.4308 0.129
H 1.5290 7.5369 -4.1652 0.114
H 0.7699 9.3049 -1.9440 0.119
H -0.0050 7.7868 -2.6474 0.101
H -1.7268 8.9213 -1.1859 0.103
H -2.2894 9.2772 -2.8117 0.096
H -1.5215 10.4551 -2.1190 0.077
H -0.4114 9.3189 -5.9896 0.158
H -1.6149 9.4036 -4.7099 0.117
H -1.9800 7.4530 -5.6555 0.146
H -1.3973 7.0625 -4.0514 0.106
H -0.0887 4.6399 -6.2982 0.087
H -1.3239 5.6042 -7.0969 0.103
H -1.5341 5.1195 -5.3551 0.093
C -9.5775 2.0256 -1.6600 -0.075
C -8.5625 1.4420 -2.6025 -0.098
N -7.1038 1.4366 -1.8638 -0.227
C -6.7573 2.8586 -1.4789 0.029
C -7.0967 0.6371 -0.6166 -0.197
C -7.5118 -0.8375 -0.8479 -0.024
C -6.0623 0.8024 -2.8521 -0.041
C -5.5385 1.7081 -3.9596 -0.165
O -4.5196 2.6483 -3.5854 -0.168
C -4.0396 3.3081 -4.7289 -0.096
H -9.5061 3.0856 -1.3767 0.096
H -9.5766 1.4112 -0.7590 0.076
H -10.5788 1.9123 -2.0242 0.085
H -8.4790 2.0637 -3.4997 0.123
H -8.7544 0.3952 -2.8943 0.128
H -6.8809 3.4331 -2.3601 0.096
H -5.7111 2.9305 -1.2236 0.110
H -7.3574 3.1556 -0.6278 0.103
H -7.7168 1.1796 0.0875 0.117
H -6.0736 0.6882 -0.1542 0.123
H -7.5157 -1.3387 0.1357 0.102
H -6.9168 -1.3363 -1.5833 0.046
H -8.5706 -0.6841 -1.1105 0.078
H -6.5658 -0.0881 -3.1727 0.105
H -5.3013 0.3913 -2.2045 0.126
H -6.4058 2.1822 -4.3686 0.115
H -5.1109 1.0534 -4.6813 0.111
H -4.7729 4.0008 -5.2284 0.110
H -3.8941 2.6100 -5.5230 0.075
H -3.1441 3.8739 -4.4420 0.070
C 2.8470 -4.7051 3.0366 -0.075
C 4.1611 -4.7667 2.3352 -0.105
N 4.2971 -6.1257 1.4885 -0.212
C 3.1207 -6.3549 0.6066 0.002
C 5.5896 -6.1667 0.7000 -0.196
C 6.1323 -4.9865 0.0040 -0.084
C 4.3360 -7.4385 2.4006 -0.070
C 4.7497 -8.8011 1.8326 -0.183
O 3.6809 -9.4663 1.1083 -0.216
C 3.9766 -10.7543 0.6061 -0.126
H 2.6661 -5.6141 3.6174 0.079
H 1.9604 -4.6166 2.4012 0.082
H 2.8509 -3.8377 3.6867 0.088
H 4.9776 -4.7596 3.0661 0.140
H 4.1582 -3.9248 1.6006 0.132
H 2.1208 -6.3081 1.0478 0.111
H 3.2679 -7.3152 0.0705 0.111
H 3.1478 -5.5813 -0.1809 0.106
H 5.4478 -6.9806 -0.0422 0.137
H 6.3415 -6.5265 1.4565 0.148
H 6.3474 -4.1371 0.6986 0.087
H 5.4818 -4.5576 -0.7408 0.062
H 7.0897 -5.2860 -0.4370 0.100
H 3.3783 -7.5464 2.8399 0.109
H 5.0224 -7.2160 3.2557 0.149
H 4.9662 -9.3604 2.7725 0.144
H 5.6665 -8.7821 1.2122 0.126
H 4.7412 -10.8584 -0.2792 0.114
H 2.9984 -11.1783 0.1994 0.109
H 4.4271 -11.4334 1.3653 0.089
B 5.5753 -0.9864 2.9195 -1.297
F 6.4238 -1.9366 2.2622 0.062
F 4.9318 -1.6324 3.9735 0.106
F 6.4217 0.0262 3.4210 0.091
F 4.6702 -0.4214 2.0504 0.128
B 2.7568 -2.7866 -1.3400 -1.207
F 4.1667 -3.0304 -1.5018 0.052
F 2.4026 -1.5396 -1.8751 0.106
F 2.1012 -3.8497 -2.0094 0.084
F 2.5196 -2.7647 0.0666 0.082
B 0.8080 3.3318 6.7320 -1.157
F 1.6048 2.4024 5.9600 0.055
F -0.2713 2.5552 7.2887 0.067
F 1.6489 3.8842 7.7174 0.106
F 0.2612 4.3340 5.8964 0.092
B -1.6516 5.1126 -1.9889 -1.322
F -2.5298 5.6912 -2.8665 0.140
F -2.2146 4.8894 -0.6921 0.073
F -1.1678 3.9029 -2.4456 0.130
F -0.5746 5.9914 -1.8266 0.102
B -4.1980 -0.6572 1.5952 -1.246
F -4.6738 -0.6216 0.2459 0.047
F -2.8255 -0.3021 1.5626 0.103
F -4.9299 0.3804 2.2850 0.064
F -4.3764 -1.9194 2.0042 0.195
B -4.6504 -2.0815 -4.5602 -1.286
F -5.8883 -2.3222 -3.9529 0.105
F -4.8905 -1.4117 -5.8050 0.087
F -3.8357 -1.3619 -3.7547 0.179
F -4.0244 -3.3700 -4.7679 0.059
```

Output
Kohn-Sham gap = 10.402 eV
electronic energy = -6185.37351 hartree
net charge = +3
HOMO energy = -14.256 eV
F_max = 3.43 eV Å⁻¹